Entry from the Open Molecules 2025 dataset: the molecule C8H15N3O5 (the ωB97M-V functional and the def2-TZVPD basis).

```
31
Properties=species:S:1:pos:R:3:forces:R:3
O -3.467514 1.466812 -0.008652 -0.120 -0.018 -0.146
O 0.799264 2.438772 -0.247541 -0.554 0.587 -0.457
O -1.699507 2.698968 0.403774 0.163 1.297 0.522
O -1.567301 -1.868187 0.695869 0.605 -0.224 -0.016
O 3.451964 0.245361 -1.238897 0.357 -0.324 0.038
N 1.686413 0.309182 2.027926 0.206 -1.055 1.763
N -0.154988 0.393449 -0.052021 0.234 -0.564 -0.053
N -3.719974 -1.358834 0.362997 -0.326 0.074 -0.389
C -1.324162 0.729829 -0.849492 -0.416 0.008 0.113
C -2.282187 1.675629 -0.113714 -0.662 -1.038 -0.143
C 2.095847 0.747931 0.728005 0.448 0.396 0.307
C 2.942324 -0.289932 -0.013118 0.877 -0.491 0.572
C 0.870633 1.258092 0.070320 0.049 -0.281 -0.700
C -2.416336 -1.300696 0.029380 -0.308 -0.063 -0.452
C 2.202915 -1.562360 -0.316827 0.434 -0.758 -0.161
C -2.058233 -0.518929 -1.250813 -0.349 -0.645 0.789
H 3.968170 -0.458578 -1.703257 -0.703 0.847 0.713
H -0.076999 -0.573121 0.343716 -0.463 1.271 -0.611
H 1.279642 1.014833 2.666537 0.351 -0.796 -0.968
H 1.214598 -0.597233 2.065821 0.063 0.735 0.131
H -1.403155 -1.124979 -1.864176 0.074 -0.305 -0.047
H 1.865880 -2.026066 0.626497 -0.329 0.034 -0.581
H 3.770625 -0.512230 0.726189 -0.600 0.203 -0.805
H -0.767799 2.700320 0.079240 0.625 0.542 0.133
H 2.734944 1.601769 0.903974 0.164 0.382 -0.306
H -3.961736 -1.827609 1.205622 0.136 -0.362 0.613
H 1.422113 -1.353475 -1.065132 0.068 -0.355 0.526
H -2.953891 -0.279309 -1.812422 -0.029 0.112 -0.032
H -1.031995 1.257452 -1.751400 0.398 0.187 -0.195
H -4.332349 -0.602874 0.125838 -0.001 0.300 -0.410
H 2.912806 -2.283972 -0.774249 -0.391 0.302 0.252
```
Forces are in eV/Å.

Calculated values
- orbital gap (Ha) = 0.364
- E_HOMO (eV) = -9.325
- energy above the lowest of the compared OMol25 structures with the same formula, charge and spin (eV) = 0.119
- largest force on an atom (eV Å⁻¹) = 2.06
- molar mass (g/mol) = 233.2
- LUMO level (eV) = 0.6
- SMILES = C[C@@H](O)[C@H](N)C(=O)N[C@@H](CC(N)=O)C(=O)O

=====

Entry from the Open Molecules 2025 dataset: a structure of composition C56H51AsN6O3PS3Sr (the ωB97M-V functional and the def2-TZVPD basis).

```
122
Properties=species:S:1:pos:R:3:forces:R:3
Sr -1.522237 -0.810142 1.235953 0.681 0.419 0.151
As 4.851827 -1.033203 -0.178073 -1.311 0.487 0.263
S -4.122592 -3.536850 -0.118373 -0.019 -0.268 -0.454
S -2.927119 -1.072343 -1.385637 0.337 -0.098 -0.375
S -2.902357 -3.790873 -2.723209 0.134 0.314 0.390
P 1.096739 -0.851463 -1.589986 -0.730 0.195 0.242
O -2.142220 2.302198 -2.186527 -0.233 -1.357 -0.178
O -1.852729 1.643942 0.738459 0.707 0.382 0.816
O -0.079180 1.469608 2.052569 0.339 -0.026 0.247
N -6.007132 -2.279231 1.440733 -0.237 0.214 -0.328
N -2.847178 -2.629101 4.040316 0.938 0.755 -0.460
N 1.015779 -1.466341 2.748978 0.009 1.088 -1.508
N -3.718777 -1.818445 1.926339 0.123 -0.757 1.652
N -1.648833 -2.160066 3.592033 0.276 -0.116 -0.129
N -3.005204 4.000224 0.471405 0.458 0.405 0.903
C -0.909026 3.705255 1.620651 -0.420 -0.426 0.146
C 6.829951 -2.737309 0.955612 -0.077 0.776 -0.939
C 0.205203 5.668294 2.568013 -0.376 -0.462 -0.166
C 3.337337 -1.355092 3.227750 -0.496 -0.404 0.389
C 7.767392 -1.158452 -3.186709 -0.324 1.492 -0.816
C 0.775160 -2.242485 3.793066 -0.210 -0.268 0.607
C -6.111458 -3.018842 2.603758 -0.129 -0.795 -0.216
C 7.366047 -3.856278 1.496576 1.235 -0.428 0.924
C -5.093145 -4.065269 4.590465 1.367 0.687 0.380
C 2.138737 0.653012 -1.720515 -0.102 -1.375 -0.329
C 5.486109 -2.571298 0.737175 -0.253 -0.864 0.035
C 6.534471 -4.795980 1.988450 -2.695 -1.711 0.408
C -4.705912 -2.117853 0.885244 1.351 1.178 1.054
C -6.288152 -4.658842 4.945260 -0.184 -0.706 -0.018
C -3.858210 4.601880 -0.422484 0.944 0.931 0.103
C 3.761886 2.923557 -2.033045 -1.609 0.300 1.466
C 0.514789 -2.499509 -3.824125 -0.471 0.196 -0.578
C -7.367032 -4.462535 4.091671 -1.110 0.394 -0.203
C 0.104233 4.309618 2.320539 1.135 -1.239 0.746
C -3.238233 -2.751722 -1.459829 -0.479 -0.261 -0.181
C 6.322863 -0.658971 -1.298168 0.677 -0.136 -1.059
C 1.824004 -2.756011 4.545215 2.228 0.529 -0.302
C 0.675265 -1.206798 -3.356098 -0.257 0.521 -0.755
C -3.798197 -2.460149 3.116624 -0.590 -0.749 -1.471
C -0.921631 2.173184 1.485965 -1.231 0.219 -1.162
C 3.793558 1.942391 -2.970489 0.382 -0.487 -0.973
C -0.020440 -2.808400 -5.068888 0.150 0.269 -1.401
C -3.429835 5.719785 -1.133016 -0.290 0.140 -0.581
C -0.816449 6.489347 2.164601 -1.250 -0.766 -1.675
C 6.886627 -1.582462 -2.209111 0.024 -0.466 0.627
C -7.285513 4.126776 -1.967708 -1.551 -0.656 -0.818
C -1.876571 5.926996 1.421455 0.486 0.076 1.107
C 2.259471 -1.024573 2.462524 -1.805 0.003 -0.651
C 2.888133 2.753355 -0.919679 1.048 0.421 0.131
C 8.052937 0.245533 -3.278665 -0.314 -0.824 1.635
C 5.119445 -4.704346 1.774545 0.654 -0.236 0.521
C 4.604807 -3.578007 1.128441 0.335 -0.587 0.646
C -0.601454 -2.571654 4.208364 0.037 0.235 -0.481
C 7.545255 1.170666 -2.331435 0.318 -1.156 -1.258
C 3.759688 -1.967267 -1.521205 -0.611 -2.380 -0.069
C 0.262872 -0.209631 -4.272575 0.109 -0.210 -0.045
C -0.361370 -1.821488 -6.000873 0.373 1.241 2.100
C -5.921032 4.600196 -1.581748 -0.315 0.686 -0.322
C 2.108994 1.604689 -0.747687 -0.321 1.846 0.411
C 3.142462 -2.261298 4.243328 -2.147 -1.228 0.999
C 3.004899 0.832577 -2.762732 0.790 -2.154 -2.826
C 2.296975 -2.176318 -1.009619 0.006 1.547 -0.533
C 6.638191 0.676790 -1.378697 0.145 2.004 0.080
C -5.020842 -3.257084 3.444159 0.696 0.992 0.068
C -5.508118 5.734810 -2.273920 -0.671 0.949 -0.633
C -0.215905 -0.504541 -5.558947 0.666 -0.837 1.765
C -1.932113 4.546462 1.164373 -0.862 0.220 -0.997
C -5.491237 2.893967 0.239748 -0.913 -0.364 0.940
C -4.273332 6.317441 -2.048597 0.245 0.634 -0.696
C -7.294388 -3.626294 2.944338 -0.885 -1.435 1.669
C -5.105567 4.045007 -0.596015 -0.518 0.306 -0.645
H -0.108153 -3.835129 -5.389225 -0.121 -0.242 0.316
H 0.803448 3.559196 2.716747 0.162 0.713 -0.081
H -4.138404 -4.110411 5.199489 -1.445 -0.123 -0.805
H 6.913999 -5.642940 2.551727 -0.001 -0.038 -0.211
H 1.359695 1.550442 0.038019 0.327 0.010 0.235
H 6.125773 1.442985 -0.734095 0.517 -1.063 -0.487
H 8.780004 0.518804 -4.009002 0.205 0.519 -0.525
H -7.308402 3.032225 -2.241653 -0.014 1.032 0.395
H -0.493888 0.337578 -6.123138 -0.415 0.752 -0.960
H 1.658104 -3.523251 5.316156 0.131 0.598 -0.324
H 2.390035 -0.404791 1.547975 -0.323 -0.325 0.841
H -8.162297 -3.473956 2.333786 -0.399 -0.046 -0.222
H 1.802773 -3.097419 -1.269934 0.184 -0.599 -0.380
H -2.338356 1.460502 -2.650292 0.088 0.718 -0.205
H 2.889056 3.522463 -0.143145 -0.233 -0.153 -0.293
H -0.681423 -3.218766 5.065402 -0.203 -0.287 0.365
H -6.226581 6.233345 -2.980236 0.857 -0.685 0.659
H -2.736313 6.529664 1.171346 0.079 0.089 -0.192
H 0.695963 -3.321951 -3.201438 0.416 -1.054 0.918
H -3.972612 7.213120 -2.660077 -0.198 -1.023 0.844
H 4.165939 -3.010570 -1.763452 -0.126 1.448 0.396
H 8.431969 -4.005683 1.629981 0.019 0.316 -0.119
H -3.089188 3.013734 0.587094 0.164 -0.661 -0.078
H -6.571763 2.717570 0.156053 0.399 -0.500 -0.268
H 7.803363 2.239678 -2.422538 -0.229 -0.703 0.207
H 4.260428 -0.934116 2.970420 1.373 0.328 -0.102
H -4.602814 -1.258486 0.199426 -0.715 -0.483 0.128
H 3.540385 -3.438931 0.989519 0.006 -0.274 -0.024
H -6.421915 -5.339089 5.813720 0.349 0.699 -0.643
H -0.793140 7.554796 2.285357 0.022 0.332 0.323
H 7.481824 -2.001661 0.582975 0.830 0.974 -0.350
H 4.460714 -5.519589 2.160790 0.570 0.874 -0.428
H -2.106059 1.925695 -1.293100 0.231 0.585 0.442
H 0.273727 0.839184 -4.020653 0.173 0.152 0.339
H 8.116380 -1.799259 -4.025783 -0.116 0.272 1.036
H -8.315515 -4.961308 4.412773 0.704 0.614 -0.747
H 3.095236 -0.003420 -3.534382 -0.373 1.360 0.910
H -5.341433 3.045233 1.315415 0.125 0.527 -0.070
H -6.759145 -2.339854 0.751424 0.337 -0.157 0.634
H -2.421183 6.055980 -1.019095 0.332 0.189 0.097
H 6.644112 -2.652706 -2.072121 0.075 0.662 -0.310
H -7.637655 4.698780 -2.887514 0.500 -0.801 1.108
H -4.872835 2.018719 0.069199 -0.264 -0.484 -0.522
H -8.083869 4.316460 -1.203205 0.760 -0.307 -0.366
H -0.844709 -1.910948 -6.935790 -0.189 -0.919 -0.893
H 3.942938 -2.638284 4.842653 0.552 -0.044 0.179
H 4.406103 2.035578 -3.883028 -0.324 -0.150 0.590
H 3.770778 -1.397157 -2.452460 0.091 -0.193 0.317
H 1.028609 6.087388 3.070266 0.989 0.227 0.661
H 4.263984 3.844334 -2.239541 0.370 0.482 0.389
H 2.170931 -2.116526 0.076872 0.345 0.030 -0.111
```
Forces are in eV/Å.

Calculated values
- orbital gap (Ha) = 0.250
- E_HOMO (eV) = -4.858
- energy above the lowest of the compared OMol25 structures with the same formula, charge and spin (eV) = 1.502
- largest force on an atom (eV Å⁻¹) = 3.64
- molar mass (g/mol) = 1145.8
- LUMO level (eV) = 1.9
- charge = -1

=====

Entry from the Open Molecules 2025 dataset: a cluster of 2 separate species, C9H12N3O2 in total (the ωB97M-V functional and the def2-TZVPD basis).

```
26
Properties=species:S:1:pos:R:3:forces:R:3
O -0.534794 -2.157589 -2.064224 -0.431 -0.299 -0.066
O 1.637768 -1.736309 -2.630087 -2.084 -0.083 0.721
N 1.053238 -1.234927 0.853646 0.209 -1.278 -0.534
N 2.749810 0.065476 -0.806074 1.338 0.228 -0.826
N -0.420511 0.851993 1.030081 -0.152 -0.159 -0.115
C 0.149421 -0.180037 0.386595 2.854 -1.926 -1.242
C 0.648102 -1.621343 -1.928643 2.631 0.169 0.085
C -1.659383 2.729454 1.429996 2.372 2.558 0.158
C -1.097921 1.792531 0.463920 -0.698 0.385 0.099
C 0.700649 -0.885582 -0.576426 -2.342 0.349 0.602
C -0.305714 0.956168 2.533544 -2.353 0.690 -0.353
C 3.635225 -0.146197 -1.509482 -0.021 0.372 1.070
C -0.796001 -3.094282 -3.107335 -1.393 0.861 -1.960
C -1.442851 2.046156 2.727823 2.013 -1.595 2.599
H -0.519345 0.023211 3.103190 0.174 0.458 -1.013
H -2.672214 3.048404 1.336511 -0.663 0.183 -0.687
H 2.083240 -1.074561 0.927162 -0.881 1.022 0.233
H 0.666805 1.315245 2.801751 0.636 0.183 -0.184
H -1.215882 1.955786 -0.598666 0.295 -0.629 -0.134
H -0.221132 -3.953377 -3.220589 1.835 -1.197 0.803
H -2.326274 1.524520 3.020289 -0.755 -0.407 0.096
H 4.593858 -0.298294 -1.967142 -0.302 -0.092 -0.345
H -1.792144 -3.447263 -3.005948 -0.939 -0.093 0.874
H -0.971966 3.681290 1.282381 -1.355 -1.397 0.398
H -0.843215 -2.701983 -4.130712 0.528 0.878 0.402
H -1.098768 2.541510 3.648438 -0.515 0.820 -0.682
```
Forces are in eV/Å.

Calculated values
- orbital gap (alpha / beta) (Ha) = 0.256 / 0.256
- E_HOMO (alpha / beta) (eV) = -11.630 / -11.629
- energy above the lowest of the compared OMol25 structures with the same formula, charge and spin (eV) = 4.504
- largest force on an atom (eV Å⁻¹) = 3.66
- molar mass (g/mol) = 194.2
- LUMO level (alpha / beta) (eV) = -4.7 / -4.7
- charge = +1

=====

Entry from the Open Molecules 2025 dataset: a cluster of 4 separate species, C20H46N6O4 in total (the ωB97M-V functional and the def2-TZVPD basis).

```
76
Properties=species:S:1:pos:R:3:forces:R:3
O -14.154111 -3.353203 7.984112 -0.284 -0.436 -0.290
O -15.823857 -3.083931 9.907315 -2.499 -0.385 2.051
O -11.800612 0.594384 5.381128 -0.201 0.863 -0.250
O -17.350734 -5.831780 5.021044 -0.262 0.435 0.054
N -15.541420 -5.745309 6.419221 -0.956 0.288 -1.323
N -16.546324 -3.803370 5.713555 0.279 3.139 -0.480
N -13.351572 -1.247521 8.422467 -1.805 -1.717 1.987
N -15.493349 -1.850089 10.497445 0.945 -0.725 0.147
N -12.830347 -2.297710 6.527202 0.089 -0.875 -1.739
N -12.037129 1.185732 6.669594 1.408 0.131 -0.427
C -16.683123 -1.039131 10.293679 0.360 2.556 0.135
C -13.189097 2.076605 6.677569 -0.526 -0.451 1.470
C -14.361537 1.200411 6.205031 0.698 -0.698 1.699
C -13.486417 -2.376669 7.656564 0.044 1.767 2.000
C -14.693199 -0.725482 12.469813 0.595 -0.058 1.376
C -13.357757 2.506451 8.150896 0.125 0.611 -0.106
C -9.938696 2.740162 6.562268 1.299 1.131 1.018
C -10.736001 1.645447 7.228423 -0.594 -1.385 0.544
C -12.102986 3.083218 8.821770 -0.719 0.481 -1.021
C -13.154391 3.324407 5.870278 -0.403 1.486 -0.138
C -17.985917 -1.634209 10.736129 -1.826 1.302 -0.364
C -16.786136 -0.617205 8.742112 1.509 -0.093 2.120
C -10.985476 2.068808 8.659045 1.046 1.505 0.807
C -13.653755 -2.871582 11.776666 -2.035 -0.435 0.561
C -9.884168 0.386952 7.274131 1.127 0.805 0.457
C -15.930260 0.129624 12.546443 -0.258 1.188 -1.532
C -14.989904 -2.117000 11.950228 -0.207 -0.718 -1.242
C -15.960761 -3.066668 12.681408 1.594 1.407 1.908
C -16.400305 0.329722 11.090142 -0.617 -1.620 -0.179
C -16.560477 -5.147773 5.642114 0.917 -2.223 0.756
H -15.671715 -3.267369 5.793998 -0.564 -0.948 0.431
H -15.540292 -3.375673 13.711400 -0.720 0.546 -1.555
H -13.630122 1.626477 8.671045 -0.394 -1.064 0.894
H -13.079073 -2.207580 11.195187 1.397 0.205 -0.745
H -12.926392 -3.120079 5.969964 0.682 -0.185 -0.539
H -11.859067 4.078749 8.394720 0.096 -0.607 -0.127
H -13.259640 -3.082989 12.762001 0.424 0.223 0.193
H -12.863834 3.085568 4.847788 0.021 0.511 -0.199
H -17.296720 0.948915 10.981740 0.217 0.071 0.123
H -11.093622 1.251973 9.346633 -0.412 -0.741 0.137
H -9.883444 2.706712 5.497841 -0.221 0.078 -0.873
H -12.542658 4.137206 6.337893 -0.176 -0.796 -0.700
H -18.736336 -0.845662 10.426236 0.421 -0.825 0.588
H -8.864334 2.704441 6.914655 -1.042 -0.400 -0.367
H -14.180175 3.218784 8.311040 0.012 -0.227 -0.531
H -15.683730 -6.717351 6.649075 0.022 0.256 -0.124
H -10.012828 2.511742 8.928569 -0.284 0.025 0.363
H -15.074407 -5.155906 7.066397 0.370 0.309 0.716
H -9.673170 0.065831 6.273337 0.716 -0.089 -0.409
H -14.202846 3.722451 5.895812 0.845 -0.275 -0.429
H -15.180608 -3.367278 9.296504 1.981 0.112 -1.530
H -16.920946 -2.600256 12.759112 -0.361 -0.194 0.568
H -16.847595 -1.558145 8.184202 -0.711 0.535 -0.326
H -12.068280 -1.672032 6.503743 0.751 0.578 -0.791
H -14.265166 0.119382 6.550401 -0.231 1.577 -0.445
H -16.716011 -0.317694 13.119784 -0.348 -0.430 0.590
H -10.363508 -0.424040 7.745676 -1.044 -0.942 0.668
H -17.241454 -3.213196 5.247392 0.204 -1.153 0.044
H -10.228829 3.730249 6.945161 -0.316 -0.172 -0.666
H -13.919764 -0.339395 11.788460 -0.422 0.383 -0.030
H -15.761255 1.144691 12.951523 0.174 -0.529 0.078
H -15.551627 0.780471 10.610133 0.243 0.563 -0.622
H -8.994816 0.572400 7.915812 -0.199 -0.050 -0.839
H -16.007490 -3.898840 12.043675 -0.388 -1.326 -0.577
H -14.309883 1.263492 5.163320 -0.361 -0.377 -1.769
H -14.174667 -0.712772 13.449676 -0.310 -0.524 -0.271
H -12.418783 3.363244 9.820904 0.480 -0.463 0.549
H -12.841418 -0.419768 8.253803 0.637 0.583 -0.989
H -13.860932 -3.846243 11.318578 0.328 0.370 -0.268
H -15.771413 -0.223022 8.565108 -0.423 0.041 -0.358
H -18.088885 -1.804793 11.804678 -0.084 0.228 -0.145
H -14.003927 -1.244542 9.222257 0.425 0.007 -0.107
H -11.524993 1.303708 4.750917 -0.244 -0.476 0.619
H -15.270971 1.658170 6.552184 -0.592 -0.032 0.113
H -17.494146 0.239209 8.602799 0.216 -1.267 -0.138
H -18.307569 -2.524852 10.218064 0.343 -0.385 -0.208
```
Forces are in eV/Å.

Calculated values
- orbital gap (Ha) = 0.327
- E_HOMO (eV) = -8.555
- energy above the lowest of the compared OMol25 structures with the same formula, charge and spin (eV) = 0.346
- largest force on an atom (eV Å⁻¹) = 3.26
- molar mass (g/mol) = 434.6
- LUMO level (eV) = 0.3
- SMILES = CC1(C)CCCC(C)(C)N1O.CC1(C)CCCC(C)(C)N1O.NC(N)=O.NC(N)=O